{
  "formula": "C45H121N7O19V",
  "method": "wB97M-V/def2-TZVPD",
  "species": ["V", "C", "O", "H", "H", "H", "C", "O", "H", "H", "H", "C", "C", "O", "O", "H", "H", "H", "H", "H", "H", "C", "C", "O", "O", "H", "H", "H", "H", "H", "H", "C", "C", "O", "O", "H", "H", "H", "H", "H", "H", "C", "C", "O", "O", "H", "H", "H", "H", "H", "H", "C", "C", "O", "O", "H", "H", "H", "H", "H", "H", "C", "C", "C", "O", "C", "N", "H", "H", "H", "H", "H", "H", "H", "H", "H", "H", "H", "C", "C", "C", "O", "C", "N", "H", "H", "H", "H", "H", "H", "H", "H", "H", "H", "H", "C", "C", "C", "O", "C", "N", "H", "H", "H", "H", "H", "H", "H", "H", "H", "H", "H", "C", "C", "C", "O", "C", "N", "H", "H", "H", "H", "H", "H", "H", "H", "H", "H", "H", "C", "C", "C", "O", "C", "N", "H", "H", "H", "H", "H", "H", "H", "H", "H", "H", "H", "C", "C", "C", "O", "C", "N", "H", "H", "H", "H", "H", "H", "H", "H", "H", "H", "H", "C", "C", "C", "C", "C", "C", "N", "O", "C", "C", "C", "H", "H", "H", "H", "H", "H", "H", "H", "H", "H", "H", "H", "H", "H", "H", "H", "H", "H", "H"],
  "xyz": [[1.078, -3.649, 1.277], [0.233, -1.122, -0.121], [1.405, -1.670, 0.359], [-0.207, -1.618, -1.008], [-0.591, -0.964, 0.559], [0.342, -0.079, -0.552], [0.169, -6.415, 2.719], [1.031, -5.480, 2.184], [-0.514, -6.843, 2.013], [0.747, -7.237, 3.164], [-0.394, -5.925, 3.522], [1.630, 6.225, 3.166], [0.262, 5.668, 2.974], [0.143, 4.780, 1.832], [1.892, 7.356, 2.328], [2.480, 5.505, 3.006], [1.790, 6.572, 4.197], [-0.460, 6.457, 2.780], [0.007, 5.142, 3.888], [0.737, 3.994, 1.910], [1.737, 7.041, 1.442], [3.280, 0.840, 1.583], [3.011, 2.155, 2.272], [1.554, 2.341, 2.543], [2.530, -0.176, 2.199], [4.362, 0.634, 1.595], [2.925, 0.978, 0.568], [3.352, 3.096, 1.783], [3.606, 2.101, 3.208], [1.183, 1.558, 2.957], [2.191, -0.842, 1.535], [1.145, -5.473, -1.548], [1.196, -6.829, -0.881], [2.079, -6.896, 0.218], [0.485, -4.472, -0.833], [0.716, -5.585, -2.546], [2.195, -5.189, -1.665], [1.546, -7.486, -1.666], [0.220, -7.101, -0.527], [1.836, -6.267, 0.899], [-0.291, -4.169, -1.333], [0.499, 1.876, 6.095], [1.870, 2.447, 6.231], [1.945, 3.572, 5.327], [0.313, 1.383, 4.845], [-0.185, 2.659, 6.393], [0.524, 1.150, 6.884], [2.686, 1.758, 6.065], [1.988, 2.925, 7.208], [1.685, 3.348, 4.406], [-0.660, 1.617, 4.719], [3.177, -2.287, -2.390], [4.514, -2.926, -2.742], [5.075, -3.807, -1.756], [3.310, -1.284, -1.316], [2.348, -2.915, -2.101], [2.866, -1.670, -3.284], [5.216, -2.123, -2.995], [4.434, -3.541, -3.611], [5.335, -3.306, -0.961], [2.454, -1.282, -0.841], [-4.653, -0.678, -2.513], [-5.955, -1.458, -2.582], [-6.037, -2.553, -1.494], [-5.001, -3.477, -1.663], [-5.270, -4.367, -2.738], [-7.173, -0.621, -2.507], [-4.593, -0.137, -1.573], [-4.779, 0.082, -3.342], [-3.771, -1.280, -2.631], [-6.025, -1.918, -3.553], [-7.044, -2.999, -1.488], [-5.890, -2.064, -0.473], [-5.298, -3.696, -3.567], [-6.257, -4.888, -2.763], [-4.402, -4.981, -2.969], [-7.165, -0.185, -1.569], [-7.126, 0.186, -3.112], [6.225, 2.326, -4.533], [5.212, 1.563, -3.726], [3.791, 1.761, -4.436], [2.717, 1.283, -3.588], [2.568, 1.820, -2.270], [5.590, 0.214, -3.452], [6.004, 3.419, -4.584], [6.225, 2.061, -5.611], [7.240, 2.223, -4.162], [5.080, 2.051, -2.808], [3.669, 1.189, -5.391], [3.545, 2.813, -4.659], [3.324, 1.423, -1.559], [1.608, 1.472, -1.880], [2.696, 2.918, -2.210], [4.977, -0.209, -2.707], [5.454, -0.410, -4.262], [-2.042, 0.765, 2.326], [-2.707, 2.074, 2.763], [-4.198, 2.092, 2.471], [-4.291, 1.982, 1.086], [-5.644, 1.954, 0.663], [-2.440, 2.342, 4.234], [-0.964, 0.871, 2.214], [-2.438, 0.433, 1.357], [-2.214, -0.052, 2.998], [-2.319, 2.926, 2.219], [-4.599, 3.062, 2.783], [-4.755, 1.273, 2.965], [-6.097, 1.053, 1.063], [-5.649, 1.804, -0.441], [-6.144, 2.893, 0.907], [-3.137, 1.828, 4.807], [-2.602, 3.338, 4.444], [5.208, -5.088, 1.609], [4.171, -3.958, 1.778], [4.835, -2.547, 1.759], [5.752, -2.467, 0.723], [6.047, -1.125, 0.364], [3.117, -3.991, 0.706], [5.858, -4.903, 0.723], [4.726, -6.059, 1.511], [5.881, -5.186, 2.471], [3.685, -4.013, 2.777], [5.345, -2.450, 2.713], [4.093, -1.739, 1.623], [5.116, -0.659, 0.012], [6.729, -1.069, -0.520], [6.408, -0.462, 1.151], [3.141, -4.940, 0.274], [3.475, -3.400, -0.040], [-0.026, -2.472, 5.516], [-0.091, -3.097, 4.098], [-1.015, -2.290, 3.172], [-0.944, -2.934, 1.863], [-2.070, -3.762, 1.596], [1.220, -2.917, 3.417], [-0.984, -2.107, 5.884], [0.658, -1.609, 5.466], [0.354, -3.166, 6.310], [-0.346, -4.171, 3.993], [-0.566, -1.279, 3.080], [-2.078, -2.242, 3.396], [-1.825, -4.345, 0.691], [-2.923, -3.091, 1.446], [-2.282, -4.489, 2.382], [1.467, -1.959, 3.426], [2.002, -3.400, 3.829], [-0.986, -4.298, -4.813], [-1.032, -3.039, -3.823], [-1.735, -1.894, -4.580], [-1.746, -0.677, -3.907], [-0.503, 0.028, -3.919], [-1.590, -3.509, -2.562], [-1.981, -4.502, -5.176], [-0.583, -5.106, -4.243], [-0.452, -4.038, -5.715], [-0.047, -2.799, -3.573], [-2.777, -2.177, -4.819], [-1.214, -1.790, -5.560], [-0.093, 0.236, -4.907], [0.272, -0.551, -3.369], [-0.699, 0.951, -3.368], [-2.466, -4.063, -2.689], [-1.898, -2.653, -2.139], [-1.552, 3.320, -0.742], [-1.664, 4.309, -1.847], [-2.911, 3.966, -2.620], [-4.170, 4.331, -1.848], [-4.222, 5.776, -1.403], [-2.947, 6.119, -0.577], [-1.757, 5.717, -1.388], [-0.578, 6.178, -0.669], [-2.896, 7.654, -0.450], [-3.085, 5.418, 0.811], [-0.483, 4.167, -2.761], [-2.515, 3.066, -0.324], [-0.840, 3.662, 0.013], [-1.130, 2.364, -1.084], [-2.946, 4.421, -3.597], [-2.936, 2.870, -2.786], [-4.257, 3.652, -0.984], [-5.064, 4.110, -2.483], [-5.150, 5.890, -0.869], [-4.202, 6.357, -2.318], [-3.877, 8.009, -0.060], [-1.985, 7.893, 0.113], [-2.747, 8.117, -1.437], [-3.521, 6.121, 1.537], [-3.523, 4.405, 0.869], [-2.048, 5.266, 1.146], [-0.641, 3.316, -3.438], [0.388, 4.084, -2.142], [-0.366, 5.061, -3.360], [-0.263, 5.574, 0.002]],
  "lowdin_spin": [2.78, 0.01, 0.03, 0.00, 0.00, 0.00, 0.01, 0.05, 0.00, 0.00, 0.00, 0.00, 0.00, 0.00, 0.00, 0.00, 0.00, 0.00, 0.00, 0.00, 0.00, 0.00, 0.00, 0.00, 0.00, 0.00, 0.00, 0.00, 0.00, 0.00, 0.00, 0.00, 0.00, 0.00, 0.02, 0.00, 0.00, 0.00, 0.00, 0.00, 0.00, 0.00, 0.00, 0.00, 0.00, 0.00, 0.00, 0.00, 0.00, 0.00, 0.00, 0.00, 0.00, 0.00, 0.00, 0.00, 0.00, 0.00, 0.00, 0.00, 0.00, 0.00, 0.00, 0.00, 0.00, 0.00, 0.00, 0.00, 0.00, 0.00, 0.00, 0.00, 0.00, 0.00, 0.00, 0.00, 0.00, 0.00, 0.00, 0.00, 0.00, 0.00, 0.00, 0.00, 0.00, 0.00, 0.00, 0.00, 0.00, 0.00, 0.00, 0.00, 0.00, 0.00, 0.00, 0.00, 0.00, 0.00, 0.00, 0.00, 0.00, 0.00, 0.00, 0.00, 0.00, 0.00, 0.00, 0.00, 0.00, 0.00, 0.00, 0.00, 0.00, 0.01, 0.00, 0.00, 0.00, 0.02, 0.00, 0.00, 0.00, 0.00, 0.00, 0.00, 0.00, 0.00, 0.00, 0.00, 0.00, 0.00, 0.00, 0.00, 0.02, 0.01, 0.01, 0.00, 0.00, 0.00, 0.00, 0.00, 0.00, 0.00, 0.00, 0.00, 0.00, 0.00, 0.00, 0.00, 0.00, 0.00, 0.00, 0.00, 0.00, 0.00, 0.00, 0.00, 0.00, 0.00, 0.00, 0.00, 0.00, 0.00, 0.00, 0.00, 0.00, 0.00, 0.00, 0.00, 0.00, 0.00, 0.00, 0.00, 0.00, 0.00, 0.00, 0.00, 0.00, 0.00, 0.00, 0.00, 0.00, 0.00, 0.00, 0.00, 0.00, 0.00, 0.00, 0.00, 0.00, 0.00, 0.00, 0.00, 0.00],
  "homo_energy_ev": [-6.380, -8.389],
  "spin_multiplicity": 4,
  "s2": 3.75,
  "gap_ha": [0.2406, 0.3143]
}